#i
# C4H12N2S

C4H12N2S in the gas phase (ωB97M-V with the def2-TZVPD basis set, the OMol25 dataset).

Results
LUMO energy ... 0.922 eV
HOMO-LUMO gap ... 9.236 eV
HOMO energy ... -8.31 eV

The geometry in XYZ format:
```
19
C4H12N2S (ωB97M-V with the def2-TZVPD basis set)
N 0.81281 -0.79524 1.62139
C -0.40639 -0.45796 0.92407
C -1.29717 0.44292 1.80345
S -2.44140 1.57312 0.75352
C -0.10321 0.33632 -0.48981
N 1.14782 -0.18268 -1.07653
C 1.17262 -0.41194 -2.47125
H 1.27954 -1.49040 1.14192
H 0.50922 -1.19785 2.57192
H -0.99952 -1.29655 0.42519
H -2.04537 -0.07580 2.39329
H -0.74973 0.96463 2.56750
H -1.37033 2.24374 0.26466
H 0.28701 1.41682 -0.08957
H -0.94972 0.03046 -1.16237
H 1.80206 0.47323 -0.71323
H 0.33785 -1.19406 -2.59913
H 2.10710 -0.93993 -2.84580
H 0.90682 0.56118 -3.01920
```

Atom charges from the natural (NBO) analysis, given in e for atoms 1 to 4:
1. N -0.83
2. C -0.07
3. C -0.48
4. S -0.08

#ii
# C4H12N2S

C4H12N2S in the gas phase (ωB97M-V with the def2-TZVPD basis set, the OMol25 dataset).

Results
LUMO energy ... 0.823 eV
HOMO-LUMO gap ... 9.776 eV
HOMO energy ... -8.95 eV

The geometry in XYZ format:
```
19
C4H12N2S (ωB97M-V with the def2-TZVPD basis set)
N 0.75874 1.18556 2.01787
C 0.24749 0.35649 0.90327
C 1.10763 0.66217 -0.32753
C 0.63625 0.16149 -1.68632
S 0.27234 -1.63332 -1.77371
C -1.18229 0.66623 0.62767
N -2.02922 0.29809 1.76325
H 1.07057 0.61960 2.79638
H -0.02333 1.73229 2.36176
H 0.35723 -0.71082 1.11328
H 2.14145 0.39504 -0.08566
H 1.13653 1.75820 -0.34652
H 1.42913 0.28540 -2.41063
H -0.20999 0.76119 -1.99017
H 0.65433 -1.92430 -0.52980
H -1.51978 0.15843 -0.27456
H -1.30170 1.74188 0.46834
H -2.98553 0.13143 1.49353
H -1.66327 -0.44235 2.33944
```

Atom charges from the natural (NBO) analysis, given in e for atoms 1 to 4:
1. N -0.84
2. C -0.06
3. C -0.41
4. C -0.51

Stability ranking, top and bottom: #ii is the most stable and #i is the least stable.

#i
# C5H10NOS

2 unconnected molecules or ions with the total composition C5H10NOS (ωB97M-V with the def2-TZVPD basis set, the OMol25 dataset).

Results
Charge ... +1
LUMO energy (spin up / spin down) ... -6.738 / -6.739 eV
HOMO-LUMO gap (spin up / spin down) ... 6.400 / 6.398 eV
HOMO energy (spin up / spin down) ... -13.14 / -13.14 eV

The geometry in XYZ format:
```
18
C5H10NOS (ωB97M-V with the def2-TZVPD basis set)
C 0.34732 0.88514 -2.26540
C -0.56538 0.71874 1.41970
C -1.19842 -0.50968 -0.72637
C 0.15635 -1.67799 0.99307
C -0.54370 -0.41059 0.46035
N 1.32284 0.86909 -1.58139
O 1.91711 1.80241 0.56326
S 2.44921 1.00088 -0.52733
H 0.31527 1.35453 -3.25895
H 0.42974 1.09466 1.45249
H -1.21131 1.60069 1.26726
H -0.68274 0.32495 2.44918
H -0.52510 0.37018 -1.76206
H -2.16971 0.01798 -0.84287
H -1.08707 -1.33566 -1.35760
H 0.59609 -2.29706 0.25427
H 0.88834 -1.45831 1.86722
H -0.43883 -2.34996 1.59518
```

Atom charges from the natural (NBO) analysis, given in e for atoms 1 to 4:
1. C 0.16
2. C -0.69
3. C -0.58
4. C -0.69

#ii
# C5H10NOS

A gas-phase ion, C5H10NOS (charge +1) (ωB97M-V with the def2-TZVPD basis set, the OMol25 dataset).

Results
Charge ... +1
LUMO energy ... -4.389 eV
HOMO-LUMO gap ... 8.734 eV
HOMO energy ... -13.12 eV

The geometry in XYZ format:
```
18
C5H10NOS (ωB97M-V with the def2-TZVPD basis set)
C 1.03164 -0.15103 -0.71996
C -0.20539 0.35219 -0.51642
C -2.16479 -1.42511 0.16155
C 2.19993 0.69593 -0.12540
C -0.65101 1.64065 -0.09127
N -1.65648 -1.35512 1.38892
O 1.35896 -1.39488 -1.11997
S -1.60623 -0.55376 -1.10715
H -3.00032 -2.04975 -0.01780
H 2.81063 0.77289 -1.09846
H 2.84467 0.13720 0.56668
H 1.95432 1.64921 0.26586
H -1.04348 2.13121 -1.02078
H 0.20889 2.30036 0.33384
H -1.49216 1.41289 0.68679
H -2.14215 -1.70651 2.17659
H -0.81343 -0.98123 1.53928
H 2.36641 -1.47513 -1.30227
```

Atom charges from the natural (NBO) analysis, given in e for atoms 1 to 4:
1. C 0.41
2. C -0.36
3. C -0.02
4. C -0.67

Stability ranking, top and bottom: #ii is the most stable and #i is the least stable.

#i
# C4H4O

C4H4O in the gas phase (ωB97M-V with the def2-TZVPD basis set, the OMol25 dataset).

Results
LUMO energy ... -1.390 eV
HOMO-LUMO gap ... 8.400 eV
HOMO energy ... -9.79 eV

The geometry in XYZ format:
```
9
C4H4O (ωB97M-V with the def2-TZVPD basis set)
C -0.16690 1.24199 0.43409
C -0.04244 0.78771 1.73334
C 0.14579 -1.03791 -0.14815
C -0.02889 0.35223 -0.60088
O 0.24791 -1.15721 1.17610
H -0.34260 2.29619 0.27382
H -0.75204 -1.57704 -0.53826
H 0.99648 -1.51016 -0.67923
H -0.05731 0.60419 -1.65082
```

Atom charges from the natural (NBO) analysis, given in e for atoms 1 to 4:
1. C -0.60
2. C 0.39
3. C -0.15
4. C 0.06

#ii
# C4H4O

C4H4O in the gas phase (ωB97M-V with the def2-TZVPD basis set, the OMol25 dataset).

Results
LUMO energy ... -0.118 eV
HOMO-LUMO gap ... 9.958 eV
HOMO energy ... -10.08 eV

The geometry in XYZ format:
```
9
C4H4O (ωB97M-V with the def2-TZVPD basis set)
C 0.05638 0.57039 1.29587
C 0.64107 0.18640 -0.06865
C -0.16795 -0.61889 -0.94476
C -0.94388 -0.88456 -1.92127
H 0.64708 1.52102 1.74266
H 0.40478 -0.40705 1.99200
H -1.01000 0.58394 1.16890
H -1.42515 -1.34895 -2.74440
O 1.79765 0.39770 -0.52035
```

Atom charges from the natural (NBO) analysis, given in e for atoms 1 to 4:
1. C -0.70
2. C 0.47
3. C -0.12
4. C -0.15

Stability ranking, top and bottom: #ii is the most stable and #i is the least stable.

#i
# H4N2S2

2 unconnected molecules or ions with the total composition H4N2S2 (ωB97M-V with the def2-TZVPD basis set, the OMol25 dataset).

Results
LUMO energy (spin up / spin down) ... -1.943 / -1.424 eV
HOMO-LUMO gap (spin up / spin down) ... 6.882 / 7.948 eV
HOMO energy (spin up / spin down) ... -8.82 / -9.37 eV

The geometry in XYZ format:
```
8
H4N2S2 (ωB97M-V with the def2-TZVPD basis set)
N -0.96132 -0.92970 -0.41650
N 0.04333 -0.30915 -1.11426
S 0.61286 1.45997 1.78902
S 0.34677 1.27085 -1.17974
H -1.76936 -0.26869 -0.34649
H -0.65678 -0.98261 0.53299
H 0.75978 -1.02186 -0.98912
H 1.62473 0.78120 1.72409
```

Atom charges from the natural (NBO) analysis, given in e for atoms 1 to 4:
1. N -0.63
2. N -0.52
3. S -0.31
4. S 0.30

#ii
# H4N2S2

2 unconnected molecules or ions with the total composition H4N2S2 (ωB97M-V with the def2-TZVPD basis set, the OMol25 dataset).

Results
LUMO energy (spin up / spin down) ... -0.666 / -0.649 eV
HOMO-LUMO gap (spin up / spin down) ... 7.547 / 7.410 eV
HOMO energy (spin up / spin down) ... -8.21 / -8.06 eV

The geometry in XYZ format:
```
8
H4N2S2 (ωB97M-V with the def2-TZVPD basis set)
N -2.36593 0.00616 0.60338
N 2.11265 -0.14567 -0.65897
S -1.39975 0.64401 -0.64075
S 1.34190 0.67032 0.51507
H -2.54368 0.68493 1.34853
H -2.01465 -0.89387 0.86516
H 2.27241 0.05085 -1.60634
H 2.59705 -1.01674 -0.42607
```

Atom charges from the natural (NBO) analysis, given in e for atoms 1 to 4:
1. N -0.93
2. N -0.94
3. S 0.14
4. S 0.20

Stability ranking, top and bottom: #ii is the most stable and #i is the least stable.